# C8H25ClIN2OP2Pr

C8H25ClIN2OP2Pr as an isolated structure at a distorted geometry (ωB97M-V/def2-TZVPD, the Open Molecules 2025 dataset).

E_LUMO (alpha / beta) = -8.0 / -7.0 eV
multiplicity = 3
net charge = +2
calculated total energy = -66986.7581 eV
frontier orbital gap (alpha / beta) = 4.07 / 5.11 eV
energy above the lowest of the compared OMol25 structures with the same formula, charge and spin = 0.0 kcal per mole

Last column: Mulliken charge in e.
Positions of all 41 atoms, in Å:
C (-0.7695, -2.2541, 0.3697)  -1.140
I (1.5126, -2.6749, 1.7769)  -0.500
H (-1.8297, -2.1002, 0.1158)  0.491
H (-0.2327, -1.3865, -0.0313)  0.043
H (-0.7668, -2.3146, 1.4782)  0.477
Pr (2.0045, 1.9167, -0.1474)  1.385
P (0.1640, 3.6720, -1.0731)  0.468
C (-0.1746, 4.3430, 0.5938)  -1.028
C (1.8156, 4.4722, -1.3356)  -1.488
H (1.5546, 5.4913, -1.6389)  0.439
H (-0.5917, 5.5504, -2.3828)  0.357
H (2.3737, 3.9958, -2.1619)  0.469
H (-1.0844, 3.9742, -3.0879)  0.366
H (0.2245, 3.7352, 1.4260)  0.246
H (2.4477, 4.5345, -0.4204)  0.532
C (-0.9729, 4.5441, -2.1521)  -0.969
H (0.2065, 5.3697, 0.6651)  0.407
H (-1.9609, 4.6182, -1.6709)  0.385
H (-1.2658, 4.3796, 0.7024)  0.341
P (-0.2416, -3.7575, -0.5264)  1.071
C (-0.5515, -5.2027, 0.4752)  -1.181
C (-1.3672, -3.8601, -1.9397)  -1.323
H (1.4373, -2.8804, -2.0036)  0.265
H (1.5293, -4.6671, -1.8302)  0.390
H (2.1795, -3.6001, -0.5585)  0.346
C (1.3778, -3.7165, -1.2975)  -1.009
H (-1.1054, -3.0788, -2.6673)  0.364
H (-1.2638, -4.8470, -2.4051)  0.403
H (-0.0339, -6.0600, 0.0283)  0.387
H (-1.6301, -5.4028, 0.4859)  0.385
H (-2.4012, -3.7182, -1.6018)  0.409
H (-0.1959, -5.0582, 1.4995)  0.331
Cl (1.3752, 0.0583, -1.7672)  -0.356
N (0.6018, 0.1363, 3.4976)  -0.304
C (0.0753, 0.9383, 2.5707)  0.826
N (-1.1895, 1.3690, 2.6866)  -0.357
O (0.7963, 1.3606, 1.5814)  -0.600
H (0.0048, -0.1826, 4.2530)  0.252
H (1.3323, -0.5215, 3.1919)  -0.015
H (-1.6029, 1.8272, 1.8831)  0.203
H (-1.7814, 0.9972, 3.4187)  0.232

Atomic forces in eV per Å
-2.6 0.4 -0.7
3.3 0.2 2.2
-0.2 -0.1 -0.5
0.0 -0.3 0.4
-0.1 0.0 -1.4
-0.2 -2.2 0.0
-0.3 0.3 0.7
-0.2 0.4 0.2
0.2 0.0 -0.3
0.5 0.0 0.1
-0.2 -0.3 0.1
-0.1 0.3 0.2
0.0 0.3 0.3
-0.1 0.3 -0.4
-0.3 0.2 -0.4
-0.4 0.0 -0.8
-0.1 -0.2 0.1
0.4 -0.1 -0.1
0.2 0.0 0.1
-0.4 0.7 0.2
0.0 -0.4 0.2
-0.1 0.0 0.0
-0.2 -0.2 0.1
-0.2 0.3 0.0
-0.3 -0.2 -0.4
0.6 -0.2 0.0
-0.1 -0.2 0.2
-0.1 0.2 0.0
-0.1 0.1 0.1
0.2 0.1 -0.1
0.2 -0.1 -0.2
0.0 0.0 -0.3
0.3 0.8 0.5
-0.4 0.6 -0.6
0.2 -0.5 0.9
0.4 0.0 -0.4
-0.1 -0.1 -0.1
0.2 -0.1 -0.2
0.0 0.0 0.0
0.0 -0.1 0.5
0.0 0.1 -0.3

=====

# C18H26N4

One molecule with the formula C18H26N4 at a distorted geometry (ωB97M-V/def2-TZVPD, the Open Molecules 2025 dataset).

E_LUMO = 0.6 eV
calculated total energy = -25048.9123 eV
frontier orbital gap = 8.04 eV
energy above the lowest of the compared OMol25 structures with the same formula, charge and spin = 0.0 kcal per mole

Last column: Mulliken charge in e.
Positions of all 48 atoms, in Å:
C (-6.2439, -0.9730, -0.4277)  -1.395
H (-6.6506, -1.9448, -0.7005)  0.415
H (-6.4658, -0.2807, -1.2354)  0.327
C (-4.7400, -1.1035, -0.2009)  -0.936
H (-4.5833, -1.7777, 0.6450)  0.450
H (-4.3100, -1.5738, -1.0864)  0.400
C (-3.9852, 0.2158, 0.0759)  1.654
C (-3.9401, 1.0578, -1.2017)  -1.908
H (-3.4213, 1.9982, -1.0385)  0.362
H (-3.4435, 0.5234, -2.0079)  0.340
H (-4.9488, 1.2934, -1.5306)  0.550
C (-4.7243, 0.9947, 1.1712)  -2.054
H (-4.1529, 1.8577, 1.5011)  0.367
H (-4.9005, 0.3580, 2.0356)  0.445
H (-5.6811, 1.3552, 0.8049)  0.483
C (-2.5562, -0.1268, 0.5940)  0.441
C (-1.8261, -1.1536, -0.2861)  -1.376
H (-2.2956, -2.1316, -0.1768)  0.560
H (-1.8928, -0.8702, -1.3370)  0.297
C (-0.3525, -1.2811, 0.0909)  -1.022
C (0.3615, 0.0319, -0.0761)  0.272
N (1.6189, 0.2188, -0.0601)  -0.481
N (2.4869, -0.7991, 0.1058)  0.171
C (3.8241, -0.5617, 0.0667)  0.210
N (4.7379, -1.4853, 0.1908)  -0.865
C (5.9339, -0.8112, 0.0997)  0.577
C (7.2372, -1.2845, 0.1628)  -0.652
C (8.2623, -0.3666, 0.0385)  -0.399
C (8.0128, 0.9918, -0.1447)  -0.461
C (6.7217, 1.4855, -0.2106)  -0.851
C (5.6931, 0.5722, -0.0869)  0.490
N (4.3226, 0.6989, -0.1035)  0.009
H (3.7638, 1.5265, -0.2161)  0.183
H (6.5271, 2.5384, -0.3526)  0.379
H (8.8450, 1.6739, -0.2371)  0.363
H (9.2864, -0.7073, 0.0838)  0.365
H (7.4314, -2.3354, 0.3045)  0.410
H (2.1958, -1.7637, 0.2194)  0.332
C (-0.5294, 1.2231, -0.2154)  -0.702
H (-0.9416, 1.2629, -1.2259)  0.320
C (-1.6618, 1.1153, 0.8073)  -1.059
H (-1.2106, 1.0677, 1.8007)  0.364
H (-2.2505, 2.0302, 0.7716)  0.431
H (0.0504, 2.1320, -0.0532)  0.359
H (0.1172, -2.0475, -0.5353)  0.672
H (-0.2632, -1.6097, 1.1329)  0.336
H (-2.7024, -0.5966, 1.5741)  0.505
H (-6.7556, -0.6378, 0.4698)  0.322

Atomic forces in eV per Å
0.2 -0.1 0.0
-0.1 0.0 0.0
-0.1 0.1 -0.1
-0.1 0.2 0.0
0.1 -0.1 0.0
0.1 -0.1 0.0
0.0 -0.1 0.1
0.0 -0.2 0.2
0.1 0.2 0.0
0.1 0.0 -0.1
-0.1 0.1 -0.1
0.2 -0.1 -0.2
0.0 0.1 0.0
-0.1 -0.1 0.1
-0.1 0.1 0.0
-0.1 0.0 -0.1
0.0 -0.1 0.3
0.0 0.0 -0.1
-0.1 0.0 -0.1
0.1 -0.1 -0.1
0.1 -0.1 0.0
0.1 0.7 -0.1
-0.6 -0.8 0.1
0.5 0.1 0.0
-0.6 -0.3 0.0
0.1 0.7 -0.1
-0.2 0.0 0.0
0.2 0.0 0.0
0.1 0.1 0.0
-0.1 0.1 0.0
0.6 -0.5 0.1
-0.5 -0.1 0.0
0.0 -0.1 0.0
0.0 0.1 0.0
0.1 0.1 0.0
0.1 0.0 0.0
0.0 -0.1 0.0
0.1 0.2 0.0
0.0 0.2 0.1
0.0 0.0 -0.1
0.0 0.0 -0.1
0.0 0.1 0.0
0.0 0.0 0.1
0.0 0.0 -0.1
0.0 0.0 0.1
0.0 -0.1 0.0
0.0 0.0 0.0
-0.1 0.0 0.1

=====

# C17H20Cl15F9O6

A 8-piece molecular cluster, C17H20Cl15F9O6 overall at a distorted geometry (ωB97M-V/def2-TZVPD, the Open Molecules 2025 dataset).

E_LUMO = 0.4 eV
calculated total energy = -242532.8501 eV
frontier orbital gap = 11.11 eV

Last column: Mulliken charge in e.
Positions of all 67 atoms, in Å:
C (5.4599, -2.8274, -21.3156)  -1.198
C (4.0531, -2.7483, -20.7536)  0.071
O (3.6203, -1.3872, -21.0388)  -0.240
C (2.3237, -1.1848, -20.9609)  0.122
O (1.4962, -2.0052, -20.7934)  -0.525
C (1.9321, 0.2786, -21.2243)  1.157
F (2.9627, 1.0366, -21.5683)  -0.284
F (1.0038, 0.3804, -22.1344)  -0.269
F (1.4344, 0.7474, -20.0718)  -0.249
H (5.9174, -3.7850, -21.0673)  0.399
H (6.0694, -2.0547, -20.8410)  0.281
H (5.5028, -2.6363, -22.3842)  0.314
H (3.9925, -2.9090, -19.6807)  0.011
H (3.3789, -3.4373, -21.2594)  0.354
C (4.6862, 3.6371, -21.3538)  -0.875
C (4.4237, 4.2387, -19.9913)  1.175
O (4.6368, 3.2408, -18.9825)  -0.269
C (3.5760, 2.6841, -18.4473)  -0.008
O (2.4565, 2.8131, -18.8316)  -0.321
C (3.9595, 1.6825, -17.3458)  1.114
F (5.2611, 1.7061, -17.1050)  -0.116
F (3.2885, 1.9246, -16.2301)  -0.171
F (3.6412, 0.4612, -17.7933)  -0.211
H (4.7110, 4.4937, -22.0410)  0.386
H (3.8517, 3.0345, -21.7043)  0.156
H (5.6136, 3.0856, -21.4754)  0.307
H (3.4160, 4.6433, -19.8985)  -0.517
H (5.0713, 5.0852, -19.7862)  -0.387
C (4.7115, -0.8513, -11.6049)  -0.842
C (6.1252, -0.4851, -11.9816)  -0.154
O (6.2883, 0.9405, -12.0892)  -0.310
C (6.1447, 1.4356, -13.2942)  0.315
O (5.9721, 0.8054, -14.2815)  -0.433
C (6.2748, 2.9679, -13.3140)  0.783
F (6.8872, 3.4022, -14.4242)  -0.150
F (5.0395, 3.5310, -13.2488)  -0.257
F (6.9727, 3.3923, -12.2408)  -0.258
H (4.0130, -0.5708, -12.3889)  0.061
H (4.3909, -0.3739, -10.6798)  0.331
H (4.6930, -1.9285, -11.4440)  0.342
H (6.5188, -1.0112, -12.8519)  0.240
H (6.8428, -0.7728, -11.2076)  0.325
C (0.8921, 5.9116, -20.7815)  -0.136
Cl (2.0995, 6.7919, -21.7319)  -0.115
Cl (1.0337, 6.1368, -19.0345)  -0.098
Cl (0.8926, 4.1800, -21.1747)  -0.036
H (-0.0368, 6.3659, -21.0938)  0.383
C (8.9941, 1.8362, -17.1286)  -0.181
Cl (7.8889, 3.1919, -17.2807)  -0.059
Cl (8.2927, 0.3489, -17.8339)  -0.125
Cl (9.4088, 1.5373, -15.4412)  -0.106
H (9.8663, 2.0020, -17.7437)  0.379
C (7.4445, 7.7096, -20.0176)  -0.054
Cl (7.2966, 9.3193, -19.2888)  -0.124
Cl (6.1642, 7.4418, -21.2009)  -0.094
Cl (7.4862, 6.4573, -18.7603)  -0.065
H (8.3888, 7.6228, -20.5334)  0.317
C (-0.0162, 3.2926, -16.3473)  1.214
Cl (-0.0395, 4.8704, -15.5650)  -0.135
Cl (-1.5092, 3.0902, -17.3073)  -0.147
Cl (0.1757, 1.9703, -15.1968)  -0.116
H (0.8068, 3.2274, -17.0419)  -0.857
C (3.6929, -2.0214, -15.1034)  0.661
Cl (3.3040, -2.4956, -16.7448)  -0.129
Cl (4.4329, -3.3001, -14.1331)  -0.145
Cl (2.2462, -1.4133, -14.2708)  -0.147
H (4.3603, -1.1696, -15.1649)  -0.285

Atomic forces in eV per Å
0.2 0.2 0.8
0.3 0.2 -0.9
0.4 0.0 0.4
0.8 0.7 -1.0
-1.4 -1.2 0.6
0.4 -0.2 1.5
0.4 0.2 -0.2
-0.8 0.0 -1.0
-0.1 0.1 0.0
-0.1 -0.1 -0.2
0.0 0.0 0.0
-0.2 -0.2 -0.1
0.1 0.0 0.1
-0.1 0.0 0.1
-0.6 1.0 -0.7
-0.1 0.0 -0.5
0.6 0.3 0.7
0.4 -0.2 -0.6
-0.9 0.2 0.5
0.3 0.2 -0.7
0.0 -0.1 0.4
-0.1 0.0 0.3
-0.1 -0.3 0.2
0.2 -0.2 -0.1
0.1 -0.1 0.2
0.1 0.0 0.4
-0.1 -0.3 -0.1
0.5 -0.3 0.2
0.2 0.0 0.0
0.8 -0.6 0.8
0.0 0.2 0.4
0.4 0.2 0.3
-0.5 -0.5 -1.4
-0.1 0.8 0.5
-0.5 -0.3 0.7
0.7 -0.3 -0.2
-0.2 0.0 -0.6
-0.1 -0.1 0.0
0.2 0.1 0.0
-0.2 0.0 -0.1
-0.5 0.3 -0.4
-0.3 0.2 0.2
-0.2 -0.2 -0.2
0.3 -0.1 0.3
0.2 0.1 -0.2
-0.1 0.5 -0.1
-0.2 -0.3 0.1
-0.4 -0.6 -0.2
0.2 0.0 -0.1
-0.1 0.2 0.1
0.2 0.1 -0.2
0.2 0.3 0.3
0.0 0.0 0.3
0.1 -0.3 -0.2
0.0 -0.1 0.1
-0.2 0.1 -0.2
0.1 0.3 -0.1
-0.5 -0.2 -0.3
0.2 -0.1 0.1
0.3 0.0 0.2
-0.1 0.1 0.1
0.2 0.2 -0.1
-0.2 0.6 0.3
0.0 -0.4 0.0
0.0 0.0 -0.4
-0.1 -0.1 -0.1
0.3 -0.2 0.1

=====

# C14H43N3O7

A 6-piece molecular cluster, C14H43N3O7 overall at a distorted geometry (ωB97M-V/def2-TZVPD, the Open Molecules 2025 dataset).

E_LUMO = 0.6 eV
calculated total energy = -34015.3149 eV
frontier orbital gap = 10.18 eV
energy above the lowest of the compared OMol25 structures with the same formula, charge and spin = 26.0 kcal per mole

Last column: Mulliken charge in e.
Positions of all 67 atoms, in Å:
C (3.8216, -1.1252, 3.0361)  -0.965
C (4.3786, -1.3923, 1.6342)  0.632
C (3.9890, -2.7652, 1.2006)  -0.699
O (4.3417, -3.8048, 2.0514)  -0.348
C (3.9924, -5.0643, 1.5800)  -0.695
N (3.9613, -0.4672, 0.5772)  -0.541
H (2.8321, -0.6093, 3.0013)  0.030
H (4.4829, -0.4919, 3.6274)  0.305
H (3.7787, -2.1329, 3.5396)  0.357
H (5.4638, -1.3971, 1.6437)  0.352
H (4.4046, -3.0136, 0.1952)  0.394
H (2.8361, -2.7460, 1.1199)  0.129
H (4.1941, -5.7610, 2.3976)  0.244
H (4.4623, -5.4298, 0.6806)  0.298
H (2.8900, -5.0566, 1.3485)  0.279
H (3.2412, 0.1421, 1.0316)  0.030
H (4.7072, 0.2030, 0.3976)  0.338
C (0.0956, 0.7420, 4.5421)  -1.467
C (-0.5420, 1.2529, 3.2629)  0.483
C (0.2277, 0.6157, 2.0629)  0.162
O (1.5592, 1.1582, 1.8627)  -0.325
C (1.6158, 2.3911, 1.0737)  -0.537
N (-1.8346, 0.5546, 3.1460)  -0.616
H (0.3306, -0.2814, 4.4779)  0.363
H (-0.5979, 0.9132, 5.4298)  0.359
H (1.0624, 1.2276, 4.7324)  0.307
H (-0.6022, 2.3457, 3.2886)  0.249
H (-0.3924, 0.8663, 1.2035)  -0.418
H (0.2852, -0.4693, 2.1325)  0.405
H (2.5237, 2.3444, 0.4974)  0.338
H (1.6063, 3.3304, 1.6741)  0.240
H (0.7548, 2.3988, 0.4528)  -0.004
H (-2.3523, 0.7565, 3.9992)  0.262
H (-2.3455, 1.0125, 2.3979)  0.185
C (-4.5142, 2.9038, -4.7686)  -1.442
C (-3.2201, 2.1295, -4.6097)  0.310
C (-2.5637, 2.5861, -3.2833)  -0.472
O (-1.2994, 2.0271, -3.0094)  -0.420
C (-0.6732, 2.3661, -1.7359)  -1.136
N (-3.4649, 0.6820, -4.8794)  -0.684
H (-5.0265, 2.8252, -3.7836)  0.332
H (-5.1436, 2.5954, -5.6207)  0.364
H (-4.3958, 3.9939, -4.9549)  0.365
H (-2.5897, 2.4747, -5.3958)  0.333
H (-3.2486, 2.2955, -2.4963)  0.252
H (-2.5820, 3.7247, -3.2094)  0.330
H (-1.4247, 2.1632, -1.0000)  0.597
H (-0.5772, 3.4740, -1.7903)  0.278
H (0.2133, 1.7973, -1.7207)  0.404
H (-2.5612, 0.2468, -4.7427)  0.303
H (-4.1169, 0.4353, -4.0733)  0.300
O (-0.9896, -0.7054, -3.0422)  -0.707
H (-1.1711, 0.2073, -3.1969)  0.342
H (-0.1346, -0.6196, -2.5734)  0.348
O (1.1548, -0.8570, -0.9369)  -0.611
H (1.9358, -1.0426, -0.3776)  0.181
H (0.5761, -1.6343, -0.8282)  0.443
C (-2.9728, -1.0366, -0.2876)  -0.547
C (-2.1633, -2.1393, 0.2427)  -0.412
O (-1.0338, -2.3729, -0.6199)  -0.615
O (-2.2045, 0.1315, -0.4661)  -0.274
H (-3.8115, -0.8578, 0.3927)  0.333
H (-3.3803, -1.3490, -1.2609)  0.320
H (-2.6694, -3.0518, 0.3987)  0.356
H (-1.7860, -1.8592, 1.2205)  0.166
H (-1.3101, -2.1768, -1.5597)  0.316
H (-2.0236, 0.3958, -1.3300)  0.221

Atomic forces in eV per Å
-0.2 -0.5 0.3
0.9 -0.2 0.4
-2.2 -1.0 -1.9
1.1 0.4 0.8
-1.9 -0.4 0.6
-1.0 1.4 1.0
0.6 -0.7 0.0
0.0 0.1 0.0
-0.3 1.2 -0.2
0.4 0.1 0.3
-0.4 0.5 0.3
1.2 -0.2 -0.2
-0.1 0.0 -0.2
0.7 0.3 -0.5
0.7 -0.3 0.3
0.4 -0.6 -0.7
0.0 -0.3 -0.2
-0.4 1.9 1.4
0.9 -2.5 0.1
0.2 2.4 -0.2
-0.4 0.7 -0.2
-0.1 -0.8 1.7
-0.4 1.0 0.3
-0.1 -1.5 -0.1
1.0 -0.2 -0.9
-0.3 0.2 0.1
0.1 0.0 -0.4
0.1 -0.3 -0.5
0.1 0.1 0.3
0.3 0.1 -0.3
0.1 -0.8 0.0
-0.6 0.1 -0.8
-0.2 -0.2 -0.1
-0.2 -0.2 -0.1
-0.8 0.9 0.6
0.3 0.5 -0.9
-0.7 0.7 0.5
0.4 -0.4 -0.7
-2.4 2.1 -2.2
-0.8 1.4 2.3
-0.4 0.0 -0.8
0.3 -0.5 0.6
0.4 -0.6 0.3
0.9 0.1 -0.8
-0.4 -0.3 0.6
0.4 -1.1 -0.4
0.2 -0.3 1.0
0.7 -0.6 0.4
1.0 -0.4 0.5
-0.2 -0.7 0.1
1.2 -0.4 -1.4
0.9 -1.2 0.6
-0.5 1.5 -0.5
-0.1 -0.4 -0.1
0.5 -0.3 0.2
-0.2 0.3 -0.6
-0.1 0.3 0.4
-1.1 0.3 -1.3
2.3 0.3 0.1
-0.7 -0.3 -1.1
-0.5 0.1 3.4
0.0 0.3 -0.1
-0.2 0.1 0.1
-1.1 -1.0 -0.1
0.4 0.2 0.2
0.3 -0.2 1.3
0.2 -0.3 -2.4

=====

# C4H10O3

A 2-piece molecular cluster, C4H10O3 overall at a distorted geometry (ωB97M-V/def2-TZVPD, the Open Molecules 2025 dataset).

E_LUMO = 0.7 eV
calculated total energy = -10450.5900 eV
frontier orbital gap = 10.39 eV
energy above the lowest of the compared OMol25 structures with the same formula, charge and spin = 61.2 kcal per mole

Last column: Mulliken charge in e.
Positions of all 17 atoms, in Å:
C (1.2659, -0.2544, -0.8037)  -0.362
O (2.5908, -0.6211, -1.3909)  -0.561
C (1.6117, 0.4163, 0.5254)  -0.554
C (0.3447, 0.6805, 1.3547)  -0.299
C (-0.6528, -0.3362, 1.2911)  -0.094
O (-0.5811, -1.1421, 2.1837)  -0.501
H (0.7123, 0.5060, -1.4713)  0.223
H (0.8575, -1.2914, -0.8381)  0.284
H (2.9246, -1.4420, -1.1560)  0.282
H (2.3091, -0.2434, 1.0749)  0.290
H (2.1891, 1.3256, 0.3669)  0.314
H (-0.1634, 1.6021, 1.0519)  0.310
H (0.8580, 0.7095, 2.3600)  0.214
H (-1.2917, -0.4943, 0.4264)  0.451
H (-3.6403, 1.8780, -2.3456)  0.322
H (-4.8427, 0.8467, -2.2722)  0.307
O (-3.9260, 0.9590, -2.2181)  -0.626

Atomic forces in eV per Å
2.4 -0.7 -1.2
-1.3 4.1 -1.6
-0.7 -1.2 -0.6
2.3 2.8 0.5
1.0 -2.2 1.1
-1.4 -1.4 0.4
1.0 -1.6 0.6
-1.1 1.3 0.8
0.3 -2.4 1.0
-0.6 0.1 -0.1
-0.2 0.1 -0.3
0.6 0.5 0.2
-1.7 0.4 -0.5
-0.6 0.3 -0.3
-0.8 -0.5 0.0
-2.0 0.3 -0.2
2.8 0.2 0.2